[1]
Below is C22H29BrN3O8PSi2 as an isolated structure, with properties calculated with wB97M-V/def2-TZVPD.

The LUMO energy is -0.0391 Ha. For the total energy, the calculation gives -139212.487 eV.

XYZ file:
```
66
Properties=species:S:1:pos:R:3:forces:R:3:mulliken_charge:R:1
C 1.41031 3.60986 1.59691 1.392 1.228 -0.339 -0.86
C 1.69288 4.44326 0.17486 -2.119 -1.654 0.859 -0.10
Br 2.96449 5.94453 0.70678 -0.901 -1.078 -0.603 -0.18
C 0.23555 4.98832 -0.34151 0.114 -0.679 0.679 -0.12
Si 0.29485 6.14278 -1.88401 -0.438 -1.820 -0.941 0.48
O 1.06823 5.33589 -3.27180 0.982 2.443 2.169 -0.27
Si 2.67072 6.04880 -3.42679 -2.461 -0.677 0.529 0.55
P 4.29592 4.61303 -3.77198 1.841 -0.920 0.177 0.15
C 3.66243 2.86748 -4.21863 0.265 -1.620 0.009 -0.79
O 5.08834 4.45040 -2.19764 -1.130 1.291 -0.995 -0.52
H 1.08782 4.44381 2.37404 0.403 -1.980 -1.568 0.35
H 0.61860 2.75523 1.47478 1.581 1.760 0.183 0.11
H 2.47508 3.23344 1.94182 -2.354 0.401 -0.545 0.35
H 2.16280 3.73233 -0.63889 -0.608 1.774 1.672 0.27
H -0.36954 5.51903 0.53702 1.460 -1.029 -1.770 0.30
H -0.40688 4.03304 -0.62738 1.382 1.790 0.564 -0.15
H -1.12058 6.40021 -2.25495 0.101 -0.137 -0.087 -0.23
H 0.86314 7.46242 -1.59196 0.247 0.039 -0.020 -0.09
H 2.94432 6.73116 -2.13601 0.363 -0.121 -0.165 -0.17
H 2.63681 7.13748 -4.43356 0.045 -0.337 -0.176 -0.17
H 3.70230 2.15817 -3.26195 -0.354 1.606 -1.997 0.21
H 2.59903 2.84256 -4.73289 2.157 0.208 1.286 0.28
H 4.44459 2.40305 -4.98719 -1.715 1.103 1.655 0.31
H 5.26363 5.38359 -1.86934 -0.303 -1.643 -0.563 0.30
C 1.98154 -3.02909 1.59765 -0.010 0.062 -0.002 -0.30
C 1.09257 -2.59492 2.58222 -0.004 0.273 -0.424 -0.36
C 0.27100 -1.49106 2.34576 -0.009 -0.005 -0.026 -0.43
C 0.34502 -0.82920 1.11238 0.561 -0.764 0.168 0.01
C 1.24203 -1.25822 0.12508 -0.018 -0.021 0.036 -0.20
C 2.06061 -2.36164 0.37419 -0.285 0.167 0.280 -0.63
N -0.53407 0.31618 0.84821 -0.828 0.782 0.097 1.03
O -1.30046 0.67695 1.75385 1.165 -0.430 -1.453 -0.58
O -0.46267 0.85400 -0.26611 -0.084 -0.587 1.438 -0.52
H 2.61610 -3.89373 1.78454 -0.158 0.162 -0.065 0.36
H 1.03778 -3.11940 3.53378 -0.031 0.210 -0.182 0.40
H -0.41653 -1.16520 3.12324 0.095 0.076 -0.340 0.44
H 1.31336 -0.75080 -0.83471 -0.180 -0.003 0.309 0.46
H 2.75807 -2.70426 -0.38700 -0.177 0.109 0.144 0.38
C -3.89482 2.59717 -2.68042 -0.078 -0.162 0.001 -0.48
C -3.09190 1.62153 -2.08748 -0.307 -0.027 -0.164 -0.13
C -3.54258 0.30300 -1.99935 -0.079 0.031 -0.052 -0.41
C -4.80288 -0.02985 -2.51475 0.359 0.947 -0.049 -0.01
C -5.61422 0.94916 -3.10361 0.043 -0.012 0.011 -0.41
C -5.15388 2.26498 -3.18344 0.226 -0.302 0.172 -0.43
N -5.27165 -1.41919 -2.44803 -0.426 -1.292 0.073 0.97
O -4.53284 -2.25241 -1.90250 -1.103 1.188 -0.797 -0.59
O -6.37687 -1.68020 -2.94443 1.596 0.342 0.737 -0.59
H -3.53675 3.62278 -2.75190 -0.068 -0.205 0.020 0.42
H -2.11244 1.88849 -1.69640 -0.250 -0.164 -0.043 0.34
H -2.90488 -0.44567 -1.53441 -0.298 0.053 -0.162 0.50
H -6.59646 0.70570 -3.50319 0.296 -0.153 0.161 0.42
H -5.77500 3.03158 -3.64146 0.087 -0.208 0.090 0.37
C -1.01925 -7.19675 5.50215 0.067 -0.024 -0.107 -0.38
C -0.22961 -6.11194 5.11768 0.029 -0.331 -0.250 -0.43
C 0.57086 -6.19845 3.97700 -0.056 -0.106 -0.007 0.00
C 0.56940 -7.37989 3.22270 -0.570 0.084 0.823 -0.03
C -0.21648 -8.47319 3.61069 0.023 0.071 -0.007 -0.34
C -1.01075 -8.37583 4.75495 0.241 0.340 -0.115 -0.45
N 1.38924 -7.46799 2.00839 0.717 -0.253 -1.184 0.93
O 2.08518 -6.48630 1.70893 -0.944 -1.362 0.403 -0.57
O 1.33547 -8.51674 1.35016 0.118 1.649 1.009 -0.57
H -1.64605 -7.12256 6.38917 0.141 -0.017 -0.186 0.37
H -0.24047 -5.19690 5.70602 0.038 -0.180 -0.151 0.36
H 1.18049 -5.34421 3.69066 -0.092 -0.390 -0.108 0.29
H -0.22340 -9.39783 3.03733 0.143 0.343 0.000 0.43
H -1.62666 -9.21796 5.06271 0.158 0.158 -0.114 0.37
```
Positions in Å, forces in eV/Å.

***

[2]
Below is an isolated molecule of C22H29ClN4O2, with properties calculated with wB97M-V/def2-TZVPD.

The LUMO energy is 0.0001 Ha. For the total energy, the calculation gives -45863.169 eV. Its energy above the lowest of the compared OMol25 structures with the same formula, charge and spin is 1.4366 eV.

XYZ file:
```
58
Properties=species:S:1:pos:R:3:forces:R:3:mulliken_charge:R:1
O 0.54916 3.33027 -1.09411 -0.191 0.357 0.226 -0.68
C 1.25830 2.57714 -1.72771 0.579 0.018 -0.251 0.53
N 0.79510 1.76132 -2.69607 -0.068 -0.274 -0.315 -0.03
H 1.43927 1.16601 -3.19258 0.067 0.101 0.093 0.29
C -0.60247 1.61637 -3.03575 -0.279 -0.099 -0.169 -0.81
C -1.01877 0.14799 -3.02142 0.099 0.256 0.397 -0.99
H -0.35943 -0.41749 -3.68389 0.006 -0.074 -0.068 0.24
C -0.95970 -0.46756 -1.61377 0.054 -0.009 -0.504 0.46
N -1.00390 -1.91229 -1.70041 -0.029 -0.034 0.024 0.47
C 0.26611 -2.58750 -1.79017 0.250 0.033 0.119 -0.97
C 1.12742 -2.64205 -0.51792 -0.233 -0.189 -0.182 0.18
C 0.40104 -3.24334 0.68311 0.146 0.305 0.069 -1.26
C -0.65684 -2.29196 1.24458 -0.116 -0.222 -0.040 0.52
H -0.78233 -2.47753 2.31419 0.022 0.099 0.036 0.63
H -0.29043 -1.26957 1.13881 0.049 0.022 0.043 -0.73
C -2.03577 -2.39939 0.59080 0.158 0.096 -0.165 -0.42
H -2.57588 -3.24811 1.01617 -0.099 0.005 0.044 0.45
H -2.59653 -1.49794 0.84742 -0.109 -0.006 0.028 0.03
C -2.02436 -2.58747 -0.94182 -0.233 0.012 0.215 -1.13
H -2.99754 -2.26161 -1.32752 -0.031 -0.138 0.036 0.36
H -1.92825 -3.65197 -1.17012 -0.065 -0.001 -0.023 0.45
H 1.14149 -3.44316 1.46199 -0.032 -0.090 -0.014 0.45
H -0.05262 -4.19763 0.40963 0.008 -0.160 0.018 0.38
H 2.01747 -3.23471 -0.74355 0.085 0.044 -0.041 0.50
H 1.45972 -1.63544 -0.25191 0.081 0.068 0.025 -0.37
H 0.06484 -3.61310 -2.11703 0.069 0.008 -0.050 0.48
H 0.84730 -2.10287 -2.58200 0.039 -0.072 -0.069 0.30
H -1.81377 -0.11392 -1.03519 0.014 0.025 0.066 0.25
H -0.05676 -0.11307 -1.10117 -0.085 0.007 0.091 -0.34
H -2.03045 0.05573 -3.41584 -0.027 -0.064 -0.075 0.24
H -0.78209 2.04345 -4.03001 -0.063 0.040 0.163 0.40
H -1.16945 2.19263 -2.30252 0.020 0.022 -0.102 0.32
C 2.76157 2.45337 -1.50533 -0.153 -0.068 0.292 -0.96
C 3.09160 1.17341 -0.72623 0.321 0.081 -0.343 -0.74
N 2.59368 1.25556 0.63235 0.438 0.014 0.353 0.09
N 1.28691 1.14812 0.76423 -0.919 -0.144 0.141 0.02
C 0.73220 1.28280 1.93451 0.477 -0.051 -0.228 0.25
C 1.52531 1.52674 3.09529 0.494 0.025 -0.137 -0.71
C 2.86570 1.62978 2.96125 -0.280 -0.006 0.143 -0.77
C 3.49669 1.50710 1.66400 -0.132 -0.098 -0.038 0.59
O 4.69002 1.59754 1.43797 0.299 0.114 0.100 -0.70
H 3.52037 1.82679 3.79621 0.045 0.012 0.042 0.43
H 1.04323 1.64876 4.05346 -0.014 0.011 0.097 0.54
C -0.73124 1.20522 2.00049 -0.383 0.042 -0.040 0.54
C -1.49127 1.77358 0.98016 0.092 -0.059 0.204 0.03
C -2.87064 1.70604 1.01449 -0.135 -0.086 0.076 -0.83
C -3.49542 1.06384 2.07300 0.236 0.013 -0.002 0.31
C -2.75441 0.50402 3.10272 -0.144 0.022 -0.001 -0.92
C -1.37543 0.58113 3.06610 0.082 0.127 -0.181 -0.59
H -0.79886 0.12798 3.85872 0.061 -0.061 0.091 0.43
H -3.25484 0.00980 3.92052 -0.071 -0.048 0.053 0.42
Cl -5.22092 0.95834 2.11237 -0.176 -0.009 0.002 -0.23
H -3.46196 2.14963 0.22867 -0.079 0.049 -0.062 0.44
H -0.98392 2.28992 0.18042 0.054 0.068 -0.135 0.72
H 2.64214 0.30123 -1.20853 0.051 0.018 0.107 0.19
H 4.17443 1.04611 -0.65196 -0.246 -0.036 -0.051 0.45
H 3.10296 3.31838 -0.93575 -0.027 -0.014 -0.083 0.38
H 3.28225 2.43358 -2.46333 0.020 -0.004 -0.027 0.40
```
Positions in Å, forces in eV/Å.

***

[3]
Below is C22H29IrN3O3S2 as an isolated structure, with properties calculated with wB97M-V/def2-TZVPD.

The LUMO energy (alpha / beta) is -0.0578 / -0.0619 Ha. For the total energy, the calculation gives -58393.930 eV. Its multiplicity is 6. Its energy above the lowest of the compared OMol25 structures with the same formula, charge and spin is 4.3405 eV.

XYZ file:
```
60
Properties=species:S:1:pos:R:3:forces:R:3:mulliken_charge:R:1
Ir -1.00210 0.01337 0.91996 0.666 -0.158 -0.184 0.62
C -3.85393 -0.26149 -0.28482 2.136 0.638 0.308 -1.34
N -2.46101 -0.76217 -0.49108 -0.921 -0.393 -0.708 0.24
C -2.03404 -0.50511 -1.91933 -0.028 0.596 -0.401 -0.74
C -2.38637 -2.17299 -0.22377 -0.747 -1.300 -0.035 0.81
C -3.46675 -3.07131 -0.44608 -0.589 2.397 -0.591 -0.51
C -3.27870 -4.43652 -0.17951 0.338 -1.509 0.407 -0.68
C -2.03874 -4.92987 0.12806 -1.708 -1.093 -0.094 -0.58
C -0.95042 -4.09378 0.14309 1.360 -0.284 0.652 -0.99
C -1.17681 -2.68221 0.23837 1.569 1.583 0.497 0.01
N -0.16914 -1.78634 0.74154 -0.295 -1.868 -0.749 0.06
C 0.91374 -2.29181 1.48751 1.346 0.663 0.037 0.47
C 0.73967 -3.37496 2.36218 -0.578 -2.353 -0.410 -0.93
C 1.77712 -4.27441 2.63290 1.284 0.394 -0.298 -0.33
C 3.08890 -3.94148 2.19104 -0.709 -3.220 1.904 -0.83
C 3.37756 -2.68444 1.81981 -2.026 2.568 -1.092 -0.47
C 2.30996 -1.77631 1.46037 -0.443 -2.719 1.165 -0.14
N 2.72208 -0.49118 1.23049 -0.850 2.540 -1.320 0.44
C 3.30168 0.26761 2.34443 1.910 -0.670 -0.236 -0.94
C 2.33001 0.16018 0.01646 0.297 -2.521 -0.483 -0.83
H -4.45894 -0.66833 -1.04333 -1.214 -0.736 -0.549 0.53
H -3.73956 0.78369 -0.49711 -0.429 0.778 0.319 0.41
H -4.12001 -0.45388 0.75273 -0.369 -0.011 -0.283 0.28
H -2.45286 -1.25670 -2.62783 0.048 0.387 0.722 0.33
H -0.92805 -0.57244 -1.99219 -0.685 0.176 0.123 0.13
H -2.39615 0.52208 -2.24695 0.621 -1.176 0.564 0.34
H -4.48478 -2.72250 -0.67082 0.752 -0.044 -0.035 0.19
H -4.07845 -5.17003 -0.28114 -0.076 0.445 0.103 0.35
H -2.03375 -5.99771 0.33468 0.658 0.083 -0.161 0.39
H 0.04684 -4.45689 0.20918 0.531 -0.236 0.035 0.70
H -0.26229 -3.76884 2.62625 0.492 0.839 -0.279 0.46
H 1.65587 -5.24148 3.16829 -0.294 0.945 -0.522 0.37
H 3.85639 -4.74183 2.30205 -0.416 0.954 -0.003 0.32
H 4.37552 -2.29367 1.78559 0.345 -0.010 -0.292 0.42
H 2.77045 0.06897 3.28319 0.124 -0.092 -0.226 0.32
H 3.27493 1.35085 2.16612 -0.096 -0.354 -0.226 0.33
H 4.42113 -0.04190 2.45810 -1.800 0.650 0.101 0.27
H 3.15674 0.54128 -0.57779 0.282 0.084 -0.084 0.38
H 1.64108 1.20684 0.10353 0.141 0.085 -0.014 0.56
H 1.64795 -0.51999 -0.59173 1.102 0.879 0.702 0.36
O -3.80026 5.95897 -2.34743 0.761 -0.813 -1.244 -0.38
S -3.22182 4.96493 -3.21913 -0.288 -0.320 1.864 0.94
O -2.01894 4.29492 -2.80023 -0.979 0.739 -0.863 -0.24
O -3.92841 4.50463 -4.36278 0.266 0.368 -0.043 -0.38
S -1.29089 1.78652 2.14454 -1.175 2.229 0.946 -0.40
C 2.53726 4.05818 -0.23596 1.365 1.926 0.416 -1.73
C 1.20964 3.46673 -0.61223 0.211 -1.290 -1.487 2.56
C 0.17950 4.56073 -0.67967 -0.817 1.546 0.010 -1.80
C 1.31833 2.91396 -2.06182 0.993 0.868 0.012 -1.73
C 0.89437 2.23098 0.21583 -1.996 1.171 0.386 -0.44
C -0.12766 1.78251 0.93186 1.130 0.528 0.041 -0.67
H 2.92427 4.94670 -0.81880 -0.951 -1.005 -0.336 0.40
H 3.37694 3.36028 -0.28892 -0.234 -0.165 0.506 0.33
H 2.43636 4.58470 0.72469 0.298 -0.807 0.325 0.43
H 0.57355 5.36160 -1.36591 -0.342 -0.794 0.387 0.44
H 0.10631 5.08054 0.27885 -0.234 -0.158 0.156 0.42
H -0.84865 4.31365 -1.04455 1.190 -0.193 0.585 0.30
H 1.58390 3.75724 -2.72756 -0.115 -0.465 0.153 0.42
H 0.41335 2.47592 -2.38196 -1.331 -0.252 -0.350 0.34
H 2.04809 2.12402 -2.18121 0.521 -0.052 0.173 0.40
```
Positions in Å, forces in eV/Å.

***

[4]
Below is C22H29MnN5O2PS2 as an isolated structure, with properties calculated with wB97M-V/def2-TZVPD.

The LUMO energy (alpha / beta) is -0.2654 / -0.2654 Ha. For the total energy, the calculation gives -97099.322 eV. Its total charge is +2.

XYZ file:
```
62
Properties=species:S:1:pos:R:3:forces:R:3:mulliken_charge:R:1
Mn -0.41421 0.30981 0.26295 0.121 -0.399 0.066 0.26
C 0.32040 -2.60941 -0.38688 0.068 0.058 0.023 -0.64
N 0.94991 -1.36309 0.06977 -0.211 0.130 0.121 -0.57
C 1.76398 -1.50948 1.29156 -0.031 -0.002 -0.073 -0.58
C 2.01869 -0.11568 1.72665 0.058 -0.030 0.101 -0.04
N 1.25265 0.87463 1.28959 -0.089 0.670 -0.188 0.28
C 1.85413 2.05005 1.78029 -0.049 -0.214 0.012 0.38
C 1.57416 3.38408 1.53620 -0.109 0.081 0.022 -0.01
C 2.38572 4.32512 2.13385 0.045 0.013 0.060 -0.65
C 3.46148 3.95373 2.95624 -0.046 0.070 -0.024 -0.59
C 3.77083 2.62879 3.18021 0.025 -0.062 -0.020 -1.10
C 2.95000 1.69664 2.56040 0.082 -0.027 0.077 0.48
N 3.01915 0.30421 2.49676 -0.001 0.054 0.032 -0.05
C -0.93190 -2.20725 -1.06533 -0.014 -0.083 -0.018 0.16
N -1.51194 -1.03202 -0.84117 -0.462 0.438 -0.135 0.23
C -2.72020 -1.07991 -1.58647 0.180 -0.069 0.122 -0.17
C -3.76769 -0.17797 -1.71642 0.039 0.013 0.018 0.77
C -4.82657 -0.54330 -2.52296 -0.032 -0.056 -0.049 -0.89
C -4.86281 -1.77459 -3.19553 -0.049 0.099 0.030 -0.48
C -3.83820 -2.68518 -3.06421 0.058 -0.031 0.005 -1.17
C -2.78486 -2.30363 -2.24584 -0.010 -0.102 -0.052 0.59
N -1.62587 -2.98654 -1.88679 -0.040 -0.021 -0.040 -0.01
H 0.07870 -3.22286 0.48304 0.002 -0.010 0.010 0.30
H 0.97698 -3.19378 -1.03373 -0.003 -0.008 -0.014 0.47
H 1.54597 -1.00037 -0.67623 0.005 -0.060 0.056 0.19
H 2.69249 -2.05627 1.11506 0.016 -0.007 0.006 0.53
H 1.18354 -2.05620 2.03633 -0.013 -0.007 0.001 0.40
H 0.76870 3.64576 0.87342 -0.053 0.099 0.003 0.10
H 2.19896 5.37652 1.96048 0.013 0.000 0.000 0.46
H 4.07300 4.72277 3.40761 -0.009 0.001 -0.005 0.42
H 4.61731 2.33737 3.78688 -0.010 0.000 0.002 0.42
H 3.71758 -0.28022 2.92970 0.010 -0.001 0.002 0.25
H -3.76568 0.75528 -1.18605 -0.010 0.036 -0.007 0.13
H -5.66315 0.13334 -2.63395 0.004 0.001 -0.005 0.45
H -5.71270 -2.01784 -3.81798 -0.003 0.016 0.008 0.41
H -3.85782 -3.64347 -3.56540 0.005 0.009 0.007 0.41
H -1.36515 -3.91520 -2.18101 -0.004 0.003 -0.003 0.25
C -5.36263 4.35754 -0.22657 0.008 0.022 -0.018 -1.36
C -4.51244 3.46690 -1.10116 0.004 -0.002 0.086 0.56
C -3.59705 4.20473 -2.04893 0.030 0.050 -0.004 -1.18
O -3.74865 2.52145 -0.24067 -0.067 -0.188 -0.128 -0.41
P -2.35213 2.69065 0.42142 -0.290 0.468 0.125 1.02
S -2.06697 1.13839 1.66733 0.486 -0.323 -0.353 -0.36
S -0.80383 2.31710 -0.84003 0.031 -0.433 0.306 -0.28
O -2.50391 4.10730 1.02141 0.357 -0.027 -0.077 -0.04
C -1.96693 5.15871 1.91597 -0.242 -0.019 0.024 0.71
C -0.96935 6.00819 1.16720 0.024 -0.033 -0.025 -1.18
C -1.54990 4.56430 3.23791 0.064 0.008 -0.014 -1.31
H -6.04985 4.91664 -0.86257 -0.002 -0.003 0.012 0.45
H -4.75243 5.07051 0.32579 -0.006 0.003 -0.013 0.18
H -5.95108 3.76970 0.47614 0.006 -0.010 -0.008 0.38
H -5.14874 2.77987 -1.65713 -0.008 -0.006 -0.021 0.32
H -2.92687 4.87847 -1.51039 -0.020 -0.006 -0.017 0.14
H -4.20780 4.81398 -2.71490 0.011 0.000 -0.016 0.47
H -3.00767 3.52111 -2.66010 -0.026 -0.006 0.003 0.34
H -2.86211 5.75824 2.07657 -0.028 0.014 0.000 0.20
H -0.03812 5.49329 0.94859 0.032 -0.065 0.045 0.07
H -0.74112 6.88687 1.77089 0.015 -0.009 0.010 0.48
H -1.39709 6.35476 0.22698 -0.020 0.014 0.015 0.33
H -0.75894 3.82723 3.13304 0.169 -0.051 -0.072 0.24
H -2.40007 4.09182 3.72906 0.002 0.004 -0.009 0.36
H -1.18745 5.36441 3.88411 -0.013 -0.006 -0.002 0.47
```
Positions in Å, forces in eV/Å.

***

| no. | molar mass (g/mol) |
| --- | --- |
| 1 | 630.5 |
| 2 | 417.0 |
| 3 | 639.8 |
| 4 | 545.6 |